Below is a cluster of 14 separate species, C42H99O47P5 in total, with properties calculated with the ωB97M-V functional and the def2-TZVPD basis.

```
! wB97M-V def2-TZVPD RIJCOSX def2/J DEFGRID3
* xyz 0 1
C 0.3014 -1.2796 -0.3151
O 0.3591 -0.2239 0.6711
P -0.9784 0.3106 1.3220
O -1.7675 -0.6877 2.0389
O -0.4961 1.4839 2.2810
C 0.8638 1.6856 2.7426
O -1.7988 1.0724 0.2177
C -1.1626 1.8572 -0.7850
H 0.7486 -0.9971 -1.2722
H -0.7250 -1.5902 -0.5187
H 0.9201 -2.1112 0.0258
H 1.5522 0.9429 2.3281
H 0.8066 1.5340 3.8213
H 1.2339 2.6576 2.4187
H -0.1345 2.1629 -0.5834
H -1.7598 2.7290 -1.0421
H -1.1361 1.2784 -1.7163
C -4.9133 -2.5806 -3.5281
O -5.0352 -1.1874 -3.1824
P -3.8557 -0.4345 -2.4377
O -2.5048 -0.8356 -2.8163
O -4.0951 -0.5445 -0.8646
C -4.0663 -1.8479 -0.2675
O -4.2581 1.0677 -2.6652
C -5.4449 1.6623 -2.1664
H -5.0839 -2.7068 -4.5930
H -5.6177 -3.1821 -2.9464
H -3.9450 -3.0027 -3.2458
H -3.5469 -2.6169 -0.8524
H -5.1133 -2.1327 -0.1203
H -3.5450 -1.8604 0.6878
H -5.3315 1.9813 -1.1256
H -6.3039 0.9919 -2.1745
H -5.6268 2.5842 -2.7116
C 3.5068 1.4711 5.3142
O 2.2483 1.1964 5.9844
P 1.9853 0.0560 7.0287
O 0.5977 -0.2612 7.3391
O 2.7572 0.6212 8.3243
C 2.1481 1.6901 8.9916
O 2.9102 -1.1491 6.6133
C 2.8026 -2.3895 7.2959
H 4.1873 0.6241 5.3430
H 3.8630 2.3799 5.7985
H 3.2793 1.6790 4.2687
H 1.5041 2.3049 8.3603
H 2.9155 2.3457 9.4083
H 1.5481 1.4154 9.8628
H 1.7644 -2.5542 7.6158
H 3.4872 -2.5483 8.1240
H 2.9005 -3.2086 6.5751
C 2.4272 -5.6979 -0.6229
O 3.8013 -6.1000 -0.6275
P 4.0559 -7.4904 0.0712
O 2.8334 -8.2803 0.1738
O 5.2607 -8.0468 -0.7921
C 5.4657 -9.4648 -0.8115
O 4.7330 -7.0010 1.4214
C 5.1133 -7.9161 2.4546
H 1.8667 -6.1099 -1.4635
H 2.3387 -4.6153 -0.6606
H 1.9519 -6.0700 0.2850
H 6.3350 -9.7226 -0.2108
H 5.6267 -9.7592 -1.8444
H 4.5859 -9.9892 -0.4392
H 4.8182 -7.4701 3.4041
H 6.1959 -8.0433 2.4970
H 4.6165 -8.8828 2.3556
C -7.4000 -0.5751 0.7215
O -6.6053 0.1209 1.6548
P -6.9374 1.5909 2.1829
O -7.6395 2.4512 1.2453
O -7.7825 1.2866 3.4911
C -7.2387 0.5237 4.5535
O -5.5531 2.0544 2.7742
C -4.4346 2.0807 1.8686
H -7.3267 -1.6275 1.0090
H -7.0815 -0.4884 -0.3208
H -8.4710 -0.3517 0.7171
H -7.5733 -0.5103 4.4604
H -7.4781 0.9884 5.5055
H -6.1457 0.4409 4.5539
H -4.5998 1.5776 0.9151
H -3.6669 1.4625 2.3436
H -4.0421 3.0798 1.7318
C -5.7150 6.3648 0.4407
O -4.3231 6.5805 0.6660
C -3.5607 5.5292 0.4513
O -3.7647 4.6769 -0.3364
O -2.4841 5.6735 1.1954
C -1.5695 4.5904 1.4127
H -6.0229 5.3978 0.8456
H -5.9332 6.2991 -0.6297
H -6.3311 7.1526 0.8560
H -0.8317 4.8769 2.1547
H -1.0458 4.5143 0.4449
H -1.9432 3.5846 1.5978
C 0.6577 1.8047 -4.5168
O 1.0070 0.5298 -5.0063
C 1.9823 0.3778 -5.8915
O 2.4641 1.2407 -6.5733
O 2.3547 -0.8965 -5.8583
C 3.3131 -1.3519 -6.8009
H 1.1079 2.0271 -3.5518
H -0.4278 1.8212 -4.4179
H 0.8344 2.6143 -5.2259
H 3.1698 -2.4308 -6.7545
H 4.3395 -1.1751 -6.4818
H 3.1340 -1.0062 -7.8122
C 3.0035 -5.1569 2.7758
O 2.2312 -4.0137 3.1681
C 2.9965 -2.9351 3.3986
O 4.1726 -2.9073 3.2782
O 2.2893 -1.8719 3.7519
C 0.9124 -1.8532 4.0677
H 3.6344 -4.9805 1.9168
H 2.2762 -5.9438 2.5897
H 3.6091 -5.4858 3.6207
H 0.5152 -2.7185 4.6011
H 0.3831 -1.8261 3.1108
H 0.5793 -0.9862 4.6334
C 4.0708 -0.5894 -3.1489
O 4.0649 0.6745 -2.5005
C 4.0465 0.6224 -1.1716
O 4.1569 -0.3503 -0.4851
O 3.8703 1.8657 -0.7315
C 3.9063 2.1036 0.6597
H 4.0594 -0.4001 -4.2178
H 3.1280 -1.1261 -3.0065
H 4.8940 -1.2367 -2.8593
H 2.9561 1.8772 1.1391
H 4.0167 3.1835 0.7174
H 4.7258 1.5960 1.1599
C -1.7633 -5.3187 2.4934
O -1.1165 -5.5820 1.2691
C -1.1277 -6.8452 0.8963
O -1.6062 -7.7474 1.5015
O -0.5654 -6.9177 -0.2988
C -0.6115 -8.1991 -0.9367
H -1.4753 -5.9571 3.3291
H -2.8389 -5.4118 2.3601
H -1.5358 -4.3050 2.7940
H 0.0792 -8.8877 -0.4486
H -0.2953 -8.1037 -1.9746
H -1.6389 -8.5672 -0.9637
C -0.6471 -2.5296 -4.2727
O 0.4298 -3.2730 -4.8446
C 1.4725 -3.4956 -4.0527
O 1.5515 -3.1465 -2.9128
O 2.4185 -4.0782 -4.7901
C 3.7181 -4.1262 -4.2156
H -0.4035 -1.4849 -4.1182
H -0.9646 -2.9521 -3.3197
H -1.4798 -2.6504 -4.9586
H 3.8045 -5.0649 -3.6709
H 3.9317 -3.2814 -3.5704
H 4.4528 -4.1264 -5.0178
C 4.0325 6.4445 0.4475
O 2.9764 6.8092 1.3167
C 2.1481 5.8412 1.7066
O 2.1066 4.7246 1.2384
O 1.3261 6.2462 2.6773
C 1.4447 7.5457 3.2789
H 3.6898 6.0495 -0.5067
H 4.6936 5.7313 0.9415
H 4.6137 7.3354 0.2266
H 2.2966 7.6321 3.9524
H 0.5236 7.7134 3.8295
H 1.5273 8.2983 2.4955
C -0.6449 7.5505 -0.7610
O 0.5527 7.1990 -1.4280
C 0.6772 5.9683 -1.9094
O -0.1668 5.1222 -1.9406
O 1.9415 5.8466 -2.2758
C 2.3224 4.5628 -2.7491
H -1.5455 7.3776 -1.3539
H -0.6784 8.6304 -0.6253
H -0.6722 7.0523 0.2029
H 1.6199 4.2260 -3.5063
H 2.2996 3.8504 -1.9190
H 3.3392 4.5314 -3.1260
C -1.1112 3.9938 -7.9907
O -0.9792 3.9786 -6.5921
C -1.9561 4.5308 -5.8587
O -2.8600 5.1693 -6.3049
O -1.7749 4.1115 -4.6292
C -2.8410 4.0770 -3.6755
H -0.1146 3.9559 -8.4321
H -1.5350 4.9078 -8.4046
H -1.6537 3.1095 -8.3205
H -2.3594 3.8491 -2.7400
H -3.6166 3.3853 -3.9992
H -3.3160 5.0596 -3.6876
*
```

- LUMO energy (eV) = 0.401
- electronic energy (Ha) = -6903.2618
- HOMO-LUMO gap (eV) = 10.595

Atomic partial charges in e from the Löwdin method, atoms 1 to 5: C -0.05; O -0.22; P 0.33; O -0.23; O -0.21